Formula: C2ClFO2S
Source: OMol25
Level of theory: wB97M-V/def2-TZVPD

Each line ends with the Mulliken charge.
Geometry (Å):
C (-1.2253, -0.4984, 1.8138)  -0.080
C (-0.5406, -0.9502, 0.8753)  0.313
O (1.3189, 1.5655, -0.1109)  -0.446
O (1.1572, -0.4155, -1.4484)  -0.427
F (-0.6990, 1.2040, -1.3005)  -0.310
S (1.0034, 1.0781, -1.4270)  0.746
Cl (0.3533, -1.7192, -0.1511)  0.205

## Properties
gap between HOMO and LUMO (spin up / spin down): 6.296 / 6.305 eV
ΔE to the lowest compared entry with this formula, charge and spin: 519.46 kJ/mol
E_LUMO (spin up / spin down): -4.42 / -4.42 eV